{"formula": "C4H8O", "method": "ωB97M-V/def2-TZVPD", "lumo_ha": 0.02716, "smiles": "CCC(C)=O", "e_above_lowest_ev": 1.9062, "homo_energy_ev": -9.6170, "symbols": ["C", "C", "C", "C", "H", "H", "H", "H", "H", "H", "H", "H", "O"], "xyz": [[-1.411, -0.186, -0.193], [-0.123, -1.065, 0.117], [1.167, -0.343, -0.087], [1.016, 1.152, -0.003], [-1.454, 0.671, 0.807], [-2.233, -0.883, -0.061], [-1.487, 0.433, -1.374], [-0.166, -2.026, -0.442], [-0.298, -1.303, 1.172], [2.050, 1.550, 0.160], [0.446, 1.518, -0.775], [0.287, 1.413, 0.839], [2.204, -0.929, -0.158]]}